Record 1
{
  "formula": "C31H52O3",
  "method": "ωB97M-V/def2-TZVPD",
  "species": ["C", "C", "O", "O", "C", "C", "C", "C", "C", "C", "C", "H", "H", "H", "C", "H", "H", "H", "O", "C", "C", "H", "H", "H", "C", "C", "H", "H", "H", "H", "C", "C", "C", "H", "H", "C", "C", "H", "H", "H", "C", "C", "C", "H", "H", "C", "C", "H", "H", "H", "C", "C", "H", "C", "H", "H", "C", "C", "H", "H", "H", "C", "H", "H", "H", "H", "H", "H", "H", "H", "H", "H", "H", "H", "H", "H", "H", "H", "H", "C", "H", "H", "H", "H", "H", "H"],
  "xyz": [[2.773739, 6.703178, 0.488889], [2.877432, 5.314025, -0.092433], [3.044683, 5.066346, -1.255462], [2.756935, 4.391976, 0.871891], [2.797057, 3.039112, 0.490235], [3.926155, 2.296126, 0.810840], [3.971244, 0.950384, 0.448158], [2.916507, 0.395708, -0.275618], [1.773378, 1.150940, -0.570741], [1.703872, 2.479403, -0.167816], [0.481846, 3.301959, -0.447533], [0.433007, 4.159472, 0.219867], [-0.419516, 2.708950, -0.314519], [0.505636, 3.669912, -1.473648], [0.636237, 0.515797, -1.315833], [0.329297, 1.140622, -2.152130], [-0.222039, 0.380333, -0.656782], [0.939661, -0.456023, -1.692064], [2.908068, -0.890988, -0.720433], [4.108238, -1.655218, -0.629717], [5.024908, -1.294263, -1.805793], [4.556387, -1.589387, -2.741669], [5.978948, -1.806234, -1.712983], [5.194962, -0.221468, -1.841094], [4.793191, -1.381787, 0.711372], [5.145721, 0.095899, 0.841927], [6.014892, 0.338813, 0.223397], [5.421427, 0.309065, 1.877066], [4.101048, -1.649660, 1.511331], [5.684970, -2.002319, 0.803606], [3.666103, -3.125650, -0.757099], [2.602079, -3.523439, 0.265909], [1.848619, -4.799807, -0.118697], [1.777437, -4.879221, -1.205716], [2.401677, -5.672004, 0.235325], [0.427561, -4.813265, 0.462962], [-0.135871, -6.232240, 0.480227], [-1.157622, -6.234989, 0.852055], [-0.134095, -6.652503, -0.523590], [0.461611, -6.876270, 1.122025], [-0.480578, -3.874618, -0.345190], [-1.615603, -3.266423, 0.475420], [-2.450465, -2.306864, -0.371945], [-3.025600, -2.874297, -1.107150], [-1.764858, -1.659086, -0.924358], [-3.402836, -1.421750, 0.441604], [-4.508864, -2.253650, 1.085706], [-5.102131, -2.750029, 0.320330], [-5.168325, -1.628383, 1.681577], [-4.087325, -3.011179, 1.740949], [-3.982742, -0.326344, -0.463024], [-4.713233, 0.780185, 0.295682], [-4.051439, 1.186519, 1.065023], [-5.143986, 1.906159, -0.642408], [-4.263380, 2.263819, -1.182691], [-5.844187, 1.511602, -1.382652], [-5.790150, 3.096623, 0.074794], [-5.960588, 4.260082, -0.901049], [-6.402487, 5.118793, -0.400503], [-6.611655, 3.970708, -1.723466], [-5.000453, 4.561604, -1.313960], [-7.142342, 2.728445, 0.680891], [-7.814469, 2.359127, -0.091094], [-7.599030, 3.601078, 1.143002], [-7.036167, 1.961130, 1.442977], [-5.122013, 3.417380, 0.882598], [-5.589732, 0.365740, 0.792831], [-3.164558, 0.127887, -1.028656], [-4.664374, -0.781356, -1.185414], [-2.823425, -0.937062, 1.236675], [-2.245679, -4.060549, 0.877890], [-1.188549, -2.718497, 1.319465], [0.115905, -3.055987, -0.751773], [-0.898018, -4.422915, -1.192843], [0.479249, -4.451419, 1.495990], [3.054097, -3.659431, 1.249769], [1.892896, -2.698159, 0.337552], [4.542947, -3.769566, -0.678088], [3.244282, -3.250030, -1.756549], [5.076206, 2.927137, 1.537652], [5.185897, 2.491834, 2.530965], [4.917358, 3.995466, 1.651210], [6.005814, 2.766209, 0.993964], [2.774185, 6.662368, 1.573635], [3.604239, 7.305283, 0.129731], [1.850802, 7.161161, 0.139222]],
  "forces_ev_per_angstrom": [[0.03, -0.20, 0.00], [0.13, 0.62, -0.41], [-0.03, -0.05, 0.11], [-0.14, -0.58, 0.43], [0.16, -0.40, -0.22], [-0.35, 0.38, -0.04], [-0.01, -0.22, -0.10], [-0.08, 0.54, 0.11], [0.12, -0.10, 0.04], [0.19, 0.11, 0.18], [0.09, 0.00, -0.03], [-0.07, 0.02, -0.01], [-0.10, 0.00, -0.01], [-0.08, 0.05, -0.06], [0.12, -0.01, 0.02], [-0.11, 0.01, -0.08], [-0.15, -0.04, -0.01], [-0.11, -0.03, -0.06], [-0.11, -0.02, -0.02], [0.63, -0.55, -0.09], [-0.35, 0.05, 0.24], [-0.04, -0.03, -0.08], [0.14, -0.05, 0.01], [0.09, 0.11, -0.02], [-0.15, 0.19, -0.15], [-0.04, -0.14, 0.02], [0.05, 0.01, 0.05], [0.07, 0.03, -0.05], [0.01, -0.07, 0.04], [-0.02, -0.07, 0.00], [-0.22, 0.48, 0.30], [0.10, -0.15, -0.30], [-0.11, 0.17, 0.37], [0.00, -0.05, -0.10], [0.04, -0.09, -0.06], [0.10, -0.23, -0.34], [0.05, 0.26, 0.15], [-0.15, -0.09, 0.02], [-0.01, -0.07, -0.13], [0.03, -0.12, 0.06], [0.02, 0.00, 0.51], [0.01, 0.04, -0.46], [0.02, 0.08, 0.49], [-0.04, -0.01, -0.13], [0.02, 0.02, -0.09], [-0.11, -0.10, -0.46], [0.25, 0.21, 0.08], [-0.10, -0.09, -0.11], [-0.12, 0.00, 0.09], [-0.03, -0.12, 0.09], [0.08, 0.04, 0.50], [-0.01, -0.04, -0.46], [0.01, 0.01, 0.10], [0.06, 0.10, 0.50], [0.02, -0.01, -0.09], [-0.04, 0.01, -0.13], [-0.14, -0.01, -0.31], [0.11, -0.12, 0.27], [-0.06, 0.13, 0.00], [-0.09, -0.02, -0.13], [0.08, 0.06, -0.09], [0.31, 0.06, 0.07], [-0.12, -0.06, -0.10], [-0.10, 0.06, 0.06], [-0.08, -0.10, 0.09], [0.02, -0.02, -0.02], [-0.03, 0.00, 0.12], [0.02, 0.00, -0.09], [-0.02, -0.05, -0.13], [0.04, 0.02, -0.01], [-0.02, -0.04, 0.13], [0.01, 0.00, 0.09], [0.02, 0.08, -0.10], [0.03, -0.03, -0.13], [0.01, 0.05, 0.01], [-0.05, 0.05, 0.08], [-0.02, 0.02, 0.09], [0.09, -0.02, -0.08], [0.04, -0.02, -0.08], [-0.06, 0.02, -0.04], [0.08, 0.00, 0.08], [0.08, 0.00, 0.04], [0.11, 0.00, 0.02], [-0.01, 0.08, 0.03], [0.02, 0.01, -0.04], [-0.05, 0.02, -0.03]],
  "total_energy_ev": -39135.616,
  "e_above_lowest_kcal_mol": 6.16,
  "lumo_ev": 0.70,
  "homo_energy_ev": -8.04
}

=====

Record 2
{
  "formula": "C17H10Cl5N3O2Pd",
  "method": "ωB97M-V/def2-TZVPD",
  "species": ["Pd", "Cl", "C", "C", "Cl", "C", "Cl", "C", "O", "C", "Cl", "C", "Cl", "C", "O", "H", "H", "H", "N", "C", "C", "C", "C", "C", "C", "C", "N", "C", "C", "N", "C", "H", "H", "H", "H", "H", "H", "H"],
  "xyz": [[-0.481236, 1.338146, 0.781104], [-2.791693, 8.171124, 0.108657], [-1.885542, 6.785339, 0.439768], [-2.185064, 5.560016, -0.230298], [-3.417473, 5.539953, -1.395288], [-1.461263, 4.423197, 0.075071], [-1.818248, 2.914917, -0.680840], [-0.368931, 4.425079, 1.009457], [0.317050, 3.404958, 1.260491], [-0.077000, 5.693697, 1.648654], [1.217534, 5.749922, 2.733807], [-0.835279, 6.831762, 1.376472], [-0.495741, 8.291225, 2.187076], [-1.090231, 1.492845, 3.703527], [-1.658375, 1.450124, 2.474146], [-1.849396, 1.249582, 4.467605], [-0.721210, 2.508332, 3.934767], [-0.253240, 0.776517, 3.814086], [1.853973, -7.701683, -4.771865], [1.650413, -6.857956, -4.028431], [1.398625, -5.805485, -3.116916], [1.481947, -6.025741, -1.739866], [1.274903, -4.980886, -0.861788], [0.971360, -3.702557, -1.343804], [0.864968, -3.495581, -2.723634], [1.077273, -4.535077, -3.603953], [0.760687, -2.633603, -0.452861], [0.774930, -2.697472, 0.917806], [0.486405, -1.450497, 1.374744], [0.298289, -0.614288, 0.298663], [0.475550, -1.355327, -0.779537], [1.713099, -7.012067, -1.363118], [1.355328, -5.179742, 0.194089], [0.617133, -2.527619, -3.125749], [0.998936, -4.366617, -4.667992], [0.979721, -3.586430, 1.478468], [0.403523, -1.103062, 2.388782], [0.418275, -0.975044, -1.781299]],
  "forces_ev_per_angstrom": [[1.08, 0.95, -0.52], [0.23, -0.42, 0.05], [0.04, 0.41, 0.16], [0.15, -0.85, -0.15], [0.06, -0.18, 0.06], [-0.23, 0.86, 0.20], [-0.25, -0.39, -0.16], [-0.37, 0.51, -0.37], [-0.41, -1.07, 0.21], [-0.03, 0.57, -0.02], [-0.11, -0.14, -0.08], [0.33, -0.18, 0.28], [0.00, -0.12, -0.08], [0.03, -1.14, 1.42], [-0.19, 0.25, -0.78], [0.08, 0.27, -0.21], [0.04, 0.11, -0.24], [0.02, 0.47, -0.19], [0.12, -0.49, -0.43], [-0.02, -0.17, -0.09], [-0.15, 0.69, 0.57], [-0.01, 0.11, -0.35], [-0.12, 0.52, 0.01], [0.27, -1.29, -1.13], [0.01, 0.04, 0.47], [0.09, -0.23, 0.20], [-0.24, 1.27, 0.38], [-0.07, 0.39, 0.64], [0.06, -0.63, 0.09], [-0.47, 0.42, 0.62], [0.02, -0.25, -0.47], [0.02, 0.01, -0.01], [0.01, 0.01, 0.10], [-0.02, 0.10, -0.07], [0.02, -0.03, -0.02], [0.03, -0.14, -0.05], [0.03, -0.12, 0.07], [-0.04, -0.11, -0.10]],
  "total_energy_ev": -92427.268,
  "s2": 6.039,
  "total_charge": 2,
  "lumo_ev": [-6.00, -10.20],
  "spin_multiplicity": 5,
  "homo_energy_ev": [-14.08, -14.05]
}

=====

Record 3
{
  "formula": "C25H43As3OPd",
  "method": "ωB97M-V/def2-TZVPD",
  "species": ["Pd", "C", "As", "C", "C", "C", "C", "C", "As", "C", "C", "C", "As", "C", "C", "H", "H", "H", "H", "H", "H", "H", "H", "H", "H", "H", "H", "H", "H", "H", "H", "H", "H", "H", "H", "H", "H", "H", "H", "H", "H", "H", "C", "C", "C", "C", "O", "H", "H", "H", "H", "H", "H", "H", "H", "H", "C", "C", "C", "C", "C", "C", "C", "C", "C", "C", "H", "H", "H", "H", "H", "H", "H"],
  "xyz": [[1.007077, 0.307275, -0.746444], [0.694563, 0.327540, 3.709623], [0.410762, 0.558885, 1.790912], [0.540124, 2.502758, 1.778141], [-1.552053, 0.464972, 1.583381], [-2.226595, -0.914437, 1.525899], [-3.667678, -0.744630, 1.033408], [-1.479976, -1.919036, 0.618014], [-0.818530, -1.358215, -1.149975], [-0.307295, -3.106906, -1.801236], [-2.386671, -1.021894, -2.236220], [-2.213463, -1.620137, 2.903977], [-3.324874, -0.910074, 4.344938], [-3.624370, 0.988245, 4.404944], [-5.053451, -1.741365, 4.272433], [0.696097, -0.717646, 4.011433], [-0.075535, 0.884227, 4.245012], [1.668108, 0.752542, 3.944849], [-0.091563, 2.937591, 2.553182], [0.236077, 2.880215, 0.803803], [1.574666, 2.784329, 1.967902], [-1.716845, 0.981826, 0.634744], [-2.012424, 1.085514, 2.354920], [-3.684366, -0.301988, 0.039275], [-4.240064, -0.077706, 1.683100], [-4.185643, -1.706262, 0.983838], [-2.103252, -2.802180, 0.458138], [-0.561477, -2.257019, 1.104659], [-1.209657, -3.683508, -2.000820], [0.304297, -3.620806, -1.062997], [0.268965, -2.995937, -2.717442], [-3.177311, -1.717375, -1.960806], [-2.102945, -1.195766, -3.273030], [-2.729229, 0.005167, -2.130567], [-1.201372, -1.687198, 3.300834], [-2.593711, -2.641407, 2.822645], [-2.694078, 1.532981, 4.537545], [-4.285670, 1.185418, 5.247711], [-4.114148, 1.273318, 3.472940], [-4.946890, -2.819061, 4.176135], [-5.560048, -1.323557, 3.399477], [-5.612419, -1.505150, 5.175647], [-1.196948, 3.334090, -3.013928], [0.047573, 2.545143, -2.606450], [0.541318, 1.636607, -3.727518], [1.170584, 3.519114, -2.183291], [-0.272310, 1.799587, -1.458308], [-0.961916, 3.988621, -3.852181], [-1.550921, 3.942027, -2.181372], [-1.995612, 2.655315, -3.318711], [0.795772, 2.226240, -4.607479], [-0.239234, 0.924944, -4.005255], [1.431968, 1.087993, -3.413790], [1.380061, 4.170652, -3.031030], [2.074591, 2.968910, -1.920643], [0.853821, 4.130080, -1.338023], [4.888272, -3.180125, -2.282043], [3.662139, -3.303331, -1.591949], [3.079548, -2.208510, -1.022706], [3.684649, -0.932225, -1.116238], [3.113778, 0.252390, -0.577863], [3.800380, 1.428866, -0.522680], [5.062969, 1.526506, -1.159407], [5.602640, 0.438326, -1.776023], [4.941826, -0.818154, -1.764128], [5.514449, -1.970866, -2.355060], [5.340268, -4.052498, -2.734738], [3.198581, -4.277941, -1.500841], [2.170003, -2.305012, -0.440412], [3.387803, 2.299883, -0.024773], [5.592275, 2.470306, -1.151378], [6.566545, 0.515598, -2.264448], [6.467985, -1.876043, -2.861236]],
  "forces_ev_per_angstrom": [[-0.12, 0.04, -0.14], [0.04, -0.23, -0.04], [-0.17, 0.43, -0.25], [-0.03, 0.01, 0.04], [0.07, -0.15, 0.13], [0.00, -0.05, -0.08], [0.03, -0.09, 0.03], [-0.07, 0.10, -0.10], [0.00, -0.05, 0.28], [0.04, -0.01, -0.06], [0.04, 0.13, 0.00], [0.03, 0.03, 0.18], [-0.15, 0.01, -0.22], [0.04, 0.02, 0.16], [0.01, -0.03, 0.11], [0.02, 0.01, 0.02], [0.01, 0.00, 0.02], [0.02, 0.00, 0.03], [0.01, -0.01, 0.02], [0.00, -0.01, 0.01], [0.02, 0.01, -0.01], [-0.03, 0.03, -0.04], [0.00, 0.02, -0.01], [-0.02, 0.01, -0.01], [0.01, 0.02, -0.04], [0.00, 0.03, 0.01], [-0.02, -0.02, 0.02], [0.03, -0.03, 0.05], [0.01, -0.03, 0.00], [0.01, 0.00, 0.01], [0.00, -0.01, -0.01], [-0.02, -0.03, -0.03], [-0.02, 0.02, -0.03], [0.01, 0.01, 0.01], [0.03, 0.02, 0.00], [0.02, -0.02, -0.06], [0.01, 0.00, -0.02], [-0.01, 0.01, -0.02], [0.00, 0.06, 0.02], [0.01, 0.00, -0.03], [-0.04, -0.05, 0.01], [-0.01, 0.02, -0.01], [-0.03, -0.09, 0.11], [0.09, 0.17, -0.15], [-0.07, -0.02, 0.06], [-0.07, -0.03, 0.04], [0.26, -0.29, 0.15], [-0.01, -0.01, -0.01], [0.01, 0.02, -0.02], [0.02, 0.03, -0.01], [0.00, -0.02, -0.02], [0.02, 0.00, -0.02], [0.05, -0.01, -0.01], [0.04, 0.02, 0.02], [-0.04, 0.02, -0.04], [0.00, 0.02, -0.03], [-0.07, -0.08, 0.02], [0.07, -0.09, -0.05], [-0.01, 0.10, 0.02], [0.09, 0.02, -0.02], [-0.07, -0.24, -0.07], [-0.05, 0.14, 0.10], [-0.01, 0.09, 0.03], [0.03, -0.06, -0.05], [0.00, -0.01, 0.02], [0.06, 0.11, -0.02], [-0.02, 0.00, 0.02], [0.01, 0.01, -0.01], [-0.05, 0.00, -0.01], [0.03, 0.01, -0.02], [-0.02, 0.00, 0.01], [-0.01, -0.02, 0.01], [-0.02, 0.00, 0.02]],
  "total_energy_ev": -214646.643,
  "s2": 6.020,
  "e_above_lowest_kcal_mol": 12.97,
  "total_charge": 2,
  "lumo_ev": [-4.56, -8.78],
  "spin_multiplicity": 5,
  "homo_energy_ev": [-12.62, -12.54]
}